The following is a DFT calculation (ωB97M-V/def2-TZVPD) of 4 unconnected molecules or ions with the total composition C27H55BrIN6O3.

Bonds (Å) are listed after each position.
Geometry (Å):
1 C -1.6678 1.4279 -2.8139  C2 1.590, H18 1.128, H19 1.119, H20 1.129
2 C -0.7622 0.7996 -1.6677  C1 1.590, C3 1.580, H21 1.132, H22 1.119
3 C 0.5289 0.0524 -2.1882  C2 1.580, I4 2.200, N5 1.525, H23 1.114
4 I 1.4358 1.1424 -3.8703  C3 2.200
5 N 0.0575 -1.2946 -2.7261  C3 1.525, N6 1.306, C13 1.364
6 N -0.2349 -1.3203 -3.9988  N5 1.306, C7 1.345
7 C -0.6581 -2.4957 -4.4960  N6 1.345, C8 1.502, H24 1.122
8 C -0.7971 -3.7714 -3.7146  C7 1.502, C9 1.480, H25 1.113
9 C -0.4500 -3.6389 -2.2819  C8 1.480, O10 1.392, C13 1.498
10 O -0.5292 -4.7340 -1.4271  C9 1.392, N11 1.417
11 N 0.4254 -5.7357 -1.7332  O10 1.417, O12 1.165
12 O 1.5133 -5.3184 -1.7446  N11 1.165
13 C -0.0120 -2.2905 -1.7968  N5 1.364, C9 1.498, C14 1.556
14 C 0.3123 -2.1889 -0.2783  C13 1.556, C15 1.598, H26 1.117, H27 1.129
15 C -0.9216 -2.5766 0.6599  C14 1.598, O16 1.183, Br17 1.964
16 O -0.6342 -2.8970 1.7623  C15 1.183
17 Br -2.7824 -2.4802 0.0399  C15 1.964
18 H -1.4988 2.5358 -2.9380  C1 1.128
19 H -1.5635 0.9171 -3.8043  C1 1.119
20 H -2.7420 1.2855 -2.4980  C1 1.129
21 H -1.3790 0.0447 -1.0921  C2 1.132
22 H -0.5300 1.6265 -0.9498  C2 1.119
23 H 1.3501 -0.0541 -1.4434  C3 1.114
24 H -0.9385 -2.5248 -5.5818  C7 1.122
25 H -1.1316 -4.7244 -4.1817  C8 1.113
26 H 0.6530 -1.1862 0.0774  C14 1.117
27 H 1.1311 -2.9377 -0.0686  C14 1.129
28 C -0.0381 0.4122 3.1435  C29 1.524, H35 1.093, H36 1.092, H37 1.095
29 C 0.2654 1.7685 3.7696  C28 1.524, N30 1.456, H38 1.094, H39 1.099
30 N 1.5267 2.3449 3.3273  C29 1.456, C31 1.459, C33 1.453
31 C 1.9556 3.4848 4.1305  N30 1.459, C32 1.529, H40 1.095, H41 1.095
32 C 1.0797 4.7379 4.1070  C31 1.529, H42 1.090, H43 1.093, H44 1.092
33 C 1.6890 2.4964 1.8918  N30 1.453, C34 1.531, H45 1.097, H46 1.094
34 C 0.6544 3.3383 1.1411  C33 1.531, H47 1.092, H48 1.095, H49 1.089
35 H 0.7825 -0.2908 3.3064  C28 1.093
36 H -0.9367 -0.0120 3.5962  C28 1.092
37 H -0.2228 0.4912 2.0670  C28 1.095
38 H 0.3108 1.6180 4.8522  C29 1.094
39 H -0.5823 2.4429 3.5822  C29 1.099
40 H 2.9758 3.7625 3.8471  C31 1.095
41 H 2.0376 3.1503 5.1701  C31 1.095
42 H 1.1895 5.2905 3.1735  C32 1.090
43 H 1.3856 5.4123 4.9111  C32 1.093
44 H 0.0224 4.5113 4.2594  C32 1.092
45 H 1.7008 1.4952 1.4431  C33 1.097
46 H 2.6866 2.8934 1.6806  C33 1.094
47 H -0.3707 3.1082 1.4405  C34 1.092
48 H 0.7308 3.1387 0.0672  C34 1.095
49 H 0.8232 4.4058 1.2745  C34 1.089
50 C 3.9239 -9.8423 -6.6045  C51 1.523, H57 1.092, H58 1.092, H59 1.092
51 C 3.0766 -8.5784 -6.5447  C50 1.523, N52 1.457, H60 1.095, H61 1.100
52 N 2.3315 -8.4344 -5.3014  C51 1.457, C53 1.454, C55 1.457
53 C 1.3136 -7.3981 -5.3572  N52 1.454, C54 1.532, H62 1.096, H63 1.096
54 C 1.7795 -5.9512 -5.5442  C53 1.532, H64 1.091, H65 1.096, H66 1.091
55 C 3.1161 -8.4737 -4.0740  N52 1.457, C56 1.530, H67 1.094, H68 1.095
56 C 4.2369 -7.4446 -3.9102  C55 1.530, H69 1.091, H70 1.093, H71 1.090
57 H 3.3196 -10.7318 -6.4152  C50 1.092
58 H 4.3668 -9.9435 -7.5974  C50 1.092
59 H 4.7446 -9.8188 -5.8845  C50 1.092
60 H 2.3645 -8.6307 -7.3746  C51 1.095
61 H 3.7216 -7.7094 -6.7393  C51 1.100
62 H 0.6918 -7.4549 -4.4559  C53 1.096
63 H 0.6326 -7.6407 -6.1806  C53 1.096
64 H 2.2139 -5.5450 -4.6291  C54 1.091
65 H 0.9194 -5.3201 -5.7949  C54 1.096
66 H 2.5033 -5.8467 -6.3534  C54 1.091
67 H 3.5569 -9.4708 -3.9838  C55 1.094
68 H 2.4427 -8.4022 -3.2133  C55 1.095
69 H 4.8451 -7.3406 -4.8105  C56 1.091
70 H 4.9047 -7.7575 -3.1034  C56 1.093
71 H 3.8502 -6.4625 -3.6364  C56 1.090
72 C -1.8576 7.1404 2.7846  C73 1.523, H79 1.093, H80 1.092, H81 1.092
73 C -3.2286 7.1038 3.4462  C72 1.523, N74 1.455, H82 1.095, H83 1.099
74 N -3.2597 6.3253 4.6750  C73 1.455, C75 1.458, C77 1.457
75 C -4.6107 6.0480 5.1488  N74 1.458, C76 1.530, H84 1.095, H85 1.096
76 C -5.4727 7.2365 5.5787  C75 1.530, H86 1.090, H87 1.093, H88 1.091
77 C -2.3035 6.7130 5.7042  N74 1.457, C78 1.530, H89 1.095, H90 1.095
78 C -2.3554 8.1523 6.2206  C77 1.530, H91 1.092, H92 1.093, H93 1.089
79 H -1.4767 6.1309 2.6099  C72 1.093
80 H -1.9257 7.6445 1.8178  C72 1.092
81 H -1.1290 7.6888 3.3857  C72 1.092
82 H -3.9195 6.6511 2.7276  C73 1.095
83 H -3.5735 8.1355 3.6047  C73 1.099
84 H -4.5622 5.3313 5.9751  C75 1.095
85 H -5.1429 5.5175 4.3510  C75 1.096
86 H -5.1626 7.6327 6.5454  C76 1.090
87 H -6.5113 6.9129 5.6883  C76 1.093
88 H -5.4614 8.0460 4.8468  C76 1.091
89 H -1.2950 6.5281 5.3196  C77 1.095
90 H -2.3929 6.0296 6.5547  C77 1.095
91 H -2.4458 8.8836 5.4152  C78 1.092
92 H -1.4328 8.3796 6.7616  C78 1.093
93 H -3.1765 8.3031 6.9205  C78 1.089

As for the gap between HOMO and LUMO: 4.3 eV. The net charge is +1. As for the LUMO energy: -5.09 eV. The strongest force on any atom is 3.892 eV/Å. As for the relative energy (zero: lowest compared OMol25 entry of this formula, charge and spin): 6.1452 eV.